The following is a quantum chemistry calculation of a structure of composition C5H12N2O at a distorted geometry, from OMol25.

Each line ends with the natural charge from an NBO analysis.
CARTESIAN COORDINATES (ANGSTROEM)
C 0.16294 0.70336 -2.14642  0.355
C -0.44723 -0.77273 0.93140  -0.262
C 1.70680 -0.01001 1.93707  -0.412
N 0.56587 0.33494 1.07001  -0.583
C -1.47798 -0.37497 -0.08308  -0.294
N 0.71300 0.24803 -3.28377  -0.822
C -2.74265 -0.20986 0.29753  -0.433
O 0.96393 1.28461 -1.33837  -0.775
H 0.81958 0.81041 -0.11398  0.489
H 0.07232 1.13619 1.46233  0.395
H -0.90152 0.00897 -1.30859  0.221
H 0.13733 -0.19924 -3.97664  0.396
H 1.73030 0.27140 -3.36424  0.370
H -0.83267 -1.00799 1.93639  0.176
H 0.10773 -1.65194 0.58934  0.198
H 2.22676 -0.87351 1.52493  0.210
H 1.38269 -0.27393 2.94618  0.198
H 2.40434 0.82370 1.99933  0.216
H -3.09180 -0.38464 1.31928  0.165
H -3.49973 0.13724 -0.39872  0.193

Properties
Frontier orbital gap (Ha): 0.276
ΔE to the lowest compared entry with this formula, charge and spin (kcal per mole): 110.2
Calculated total energy (hartree): -382.3269
Molecular weight (g mol⁻¹): 116.164
Spin multiplicity: 1



The following is a quantum chemistry calculation of a cluster of 4 separate species, C27H38O13 in total at a distorted geometry, from OMol25.

Each line ends with the Löwdin charge.
CARTESIAN COORDINATES (ANGSTROEM)
C 4.55835 -1.75087 -0.43808  -0.012
C 3.23488 -0.99294 0.24642  -0.286
O 2.93899 -1.29565 1.51275  -0.032
O 2.48649 -0.09131 -0.64249  -0.108
C 2.02797 1.12521 0.04579  -0.181
C 0.39310 1.27401 0.16316  -0.165
C -0.46108 0.24734 -0.78751  -0.174
C -2.05013 0.06520 -0.30005  -0.103
C -2.38594 0.00152 1.33420  -0.005
C -3.92160 -0.13045 1.94607  0.024
C -5.13317 -0.19891 0.80371  -0.034
C -4.83596 -0.18216 -0.82220  -0.028
C -3.27859 -0.04997 -1.41743  0.058
C -6.13309 -0.26013 -1.82341  -0.215
O -6.09232 0.14792 -3.11660  -0.061
C -7.57355 -0.82093 -1.19843  0.011
C -7.87278 -0.83745 0.28637  0.024
C -6.69303 -0.28855 1.30117  -0.218
O -6.95519 0.14151 2.56456  -0.070
H 5.51066 -1.45305 0.17378  0.097
H 4.66859 -1.34115 -1.55388  0.098
H 4.34428 -2.90126 -0.40481  0.095
H 2.40002 2.08123 -0.56443  0.126
H 2.49823 1.24754 1.12527  0.137
H 0.07550 2.38237 -0.14095  0.131
H 0.13879 1.18968 1.32163  0.104
H -0.00441 -0.82631 -0.89834  0.121
H -0.53482 0.76029 -1.86225  0.126
H -1.52181 0.04898 2.15422  0.093
H -4.12683 -0.14195 3.11494  0.111
H -3.07348 -0.04095 -2.57063  0.104
H -8.41981 -1.21656 -1.92084  0.124
H -8.88496 -1.21628 0.75001  0.127
C 5.55876 1.17984 3.90647  -0.060
C 5.49637 2.10131 5.11227  -0.211
O 6.02192 3.39644 4.79717  0.026
C 5.20821 4.20015 4.06816  -0.551
O 4.08912 3.92112 3.66899  0.099
O 5.86765 5.36223 3.83294  -0.004
C 5.16241 6.26062 2.98030  -0.048
H 6.57752 1.13543 3.50832  0.087
H 5.23599 0.17012 4.17388  0.085
H 4.91798 1.54048 3.09595  0.049
H 6.12251 1.69064 5.91233  0.125
H 4.47820 2.18273 5.51010  0.126
H 4.15322 6.45614 3.35553  0.099
H 5.12557 5.85462 1.96492  0.084
H 5.71011 7.20673 2.95565  0.097
C 9.01459 2.71385 -3.16692  -0.069
C 8.05778 1.53608 -3.10115  -0.219
O 7.48487 1.41166 -1.79380  0.019
C 6.50428 2.29947 -1.49423  -0.548
O 6.07539 3.17455 -2.22897  0.112
O 6.10093 2.06484 -0.22030  -0.006
C 5.14215 3.00330 0.26085  -0.042
H 9.77238 2.63848 -2.38051  0.083
H 9.51253 2.75415 -4.13937  0.081
H 8.49062 3.66192 -3.01127  0.075
H 8.61178 0.61059 -3.29441  0.123
H 7.27278 1.60632 -3.86299  0.125
H 4.28192 3.07399 -0.41183  0.080
H 5.61454 3.98192 0.38871  0.096
H 4.78901 2.65871 1.23669  0.071
C -10.64839 -7.01006 -1.64151  -0.070
C -9.57269 -6.61982 -0.64273  -0.219
O -8.32029 -6.39012 -1.29968  0.024
C -8.21177 -5.21284 -1.96433  -0.547
O -9.07067 -4.34959 -2.04601  0.098
O -6.98871 -5.17311 -2.55013  -0.003
C -6.78349 -4.02881 -3.37471  -0.041
H -10.32419 -7.86649 -2.24132  0.082
H -11.57889 -7.26612 -1.12788  0.080
H -10.85694 -6.19485 -2.34118  0.074
H -9.41602 -7.44642 0.05939  0.124
H -9.86540 -5.74532 -0.05015  0.124
H -6.98166 -3.10254 -2.82676  0.069
H -7.41757 -4.09532 -4.26392  0.103
H -5.73777 -4.02304 -3.69430  0.099

Properties
Frontier orbital gap (Ha): 0.261
ΔE to the lowest compared entry with this formula, charge and spin (kcal per mole): 42.4
Calculated total energy (hartree): -2029.2208
Molecular weight (g mol⁻¹): 570.588
Spin multiplicity: 1
SMILES string: CC(=O)OCCCc1ccc2c(c1)C(=O)C=CC2=O.CCOC(=O)OC.CCOC(=O)OC.CCOC(=O)OC



The following is a quantum chemistry calculation of a cluster of 2 separate species, C6H9N2O2 in total at a distorted geometry, from OMol25.

Each line ends with the natural charge from an NBO analysis.
CARTESIAN COORDINATES (ANGSTROEM)
C 1.07477 -1.04483 3.29358  -0.616
C -1.02655 -0.80497 0.39288  0.213
C 0.49477 -1.10317 1.86034  0.048
C 1.08870 -1.41964 0.64231  -0.132
N -0.88729 -0.72336 1.69514  -0.497
N 0.09940 -1.25973 -0.36195  -0.549
H -1.94175 -0.46265 -0.16487  0.213
H 0.18659 -1.30222 -1.39437  0.477
H 2.09231 -1.47482 0.21591  0.209
H 0.16885 -1.45456 4.06415  0.194
H 1.03514 0.03660 3.66374  0.215
H 1.85666 -1.60673 3.57172  0.201
C -0.42859 2.46648 -2.10084  -0.807
C -0.75757 1.13884 -2.99667  0.812
O -0.94347 1.18896 -4.15496  -0.745
O -0.66997 0.18193 -2.28404  -0.852
H 0.59899 2.29529 -2.07763  0.213
H -1.14273 2.09487 -1.21525  0.210
H -0.89825 3.25371 -2.64918  0.194

Properties
Frontier orbital gap (Ha): 0.278
ΔE to the lowest compared entry with this formula, charge and spin (kcal per mole): 69.4
Total charge: -1
Calculated total energy (hartree): -494.0121
Molecular weight (g mol⁻¹): 141.150
Spin multiplicity: 1



The following is a quantum chemistry calculation of an isolated molecule of C15H14FN5S at a distorted geometry, from OMol25.

Each line ends with the natural charge from an NBO analysis.
CARTESIAN COORDINATES (ANGSTROEM)
N 2.08049 3.87064 -1.29802  -0.765
C 1.67523 2.81678 -0.66733  0.492
N 0.66314 2.94130 0.46882  -0.608
C 0.40804 1.62519 0.61322  0.559
N 1.01064 0.86977 -0.07906  -0.282
N 1.85533 1.65376 -1.01545  -0.334
C 0.69802 -0.47358 0.15918  -0.071
C 2.03496 -1.06194 -0.57370  -0.074
C 2.38331 -2.03759 -1.38760  -0.259
C 3.63825 -2.72799 -1.38155  -0.255
C 4.39073 -1.90776 -0.36913  -0.352
S 3.35605 -1.05969 0.78079  0.308
C 0.19473 -0.87271 1.29685  -0.407
C -0.96109 0.09462 1.70411  -0.060
C -2.07097 -0.17507 0.88362  -0.112
C -2.96543 -1.05542 1.09700  -0.112
C -4.09901 -1.40193 0.16049  -0.301
C -4.25936 -0.77777 -0.85915  0.401
F -5.37944 -0.87851 -1.46576  -0.304
C -3.49196 0.62155 -0.91423  -0.203
C -2.43576 0.74489 -0.25322  -0.192
N -0.47183 1.29043 1.99391  -0.573
H 2.08068 4.65747 -0.84992  0.382
H 2.87177 3.83375 -1.90794  0.389
H 0.04545 -0.76617 -0.75417  0.217
H 1.53943 -2.34173 -2.25178  0.212
H 4.03016 -3.09890 -2.17705  0.203
H 5.41262 -2.30460 -0.02050  0.231
H 0.93847 -0.65050 2.25911  0.213
H -0.09863 -1.79063 1.46147  0.249
H -1.22688 -0.30895 2.80367  0.199
H -2.70306 -1.89988 1.99160  0.187
H -4.51323 -2.26048 0.33559  0.210
H -3.72825 1.05756 -1.69193  0.189
H -1.89737 1.61275 -0.16041  0.210
H -1.00523 2.16132 2.06850  0.412

Properties
Frontier orbital gap (Ha): 0.330
Calculated total energy (hartree): -1351.3496
Molecular weight (g mol⁻¹): 315.377
Spin multiplicity: 1
SMILES string: Nc1nc2n(n1)[C@@H](c1cccs1)C[C@H](c1ccc(F)cc1)N2



The following is a quantum chemistry calculation of a cluster of 4 separate species, C12H29NO7PS3 in total, from OMol25.

Each line ends with the natural charge from an NBO analysis.
CARTESIAN COORDINATES (ANGSTROEM)
C 1.20331 1.02363 0.49276  -0.624
C 2.57451 1.50951 1.00678  -0.704
P 3.18901 2.89669 -0.03400  0.787
C 4.93501 3.10328 0.57512  -0.949
C 3.42375 2.06006 -1.69188  -0.291
O 3.20066 0.61234 -1.61687  -0.546
C 4.29031 -0.13766 -1.91047  0.903
N 5.30676 -0.10570 -0.91641  -0.878
O 4.37649 -0.83234 -2.88508  -0.585
C 2.44303 2.74372 -2.68148  0.753
O 1.34936 2.17959 -2.82304  -0.780
O 2.89185 3.80590 -3.13144  -0.749
H 0.45955 1.07521 1.28748  0.213
H 0.87615 1.61340 -0.36793  0.235
H 1.28065 -0.00391 0.13759  0.211
H 2.51041 1.89570 2.02787  0.225
H 3.29197 0.68323 1.04894  0.190
H 5.01917 2.71058 1.59300  0.217
H 5.65649 2.59759 -0.07069  0.205
H 5.15947 4.16987 0.59688  0.228
H 4.44618 2.22488 -2.04276  0.195
H 4.97840 0.43483 -0.12550  0.374
H 6.14344 0.34530 -1.26976  0.378
C 0.62069 -1.91281 5.29234  -0.835
S 0.61718 -1.57522 3.52385  1.268
O 0.98682 -0.15156 3.35589  -0.977
C -1.16516 -1.66272 3.31292  -0.838
H 1.65283 -1.85229 5.63092  0.236
H 0.01678 -1.16249 5.80282  0.226
H 0.23067 -2.91475 5.47308  0.220
H -1.63890 -0.92677 3.96263  0.226
H -1.51147 -2.67039 3.54466  0.219
H -1.37468 -1.42799 2.27053  0.257
C -2.95939 -1.31619 -3.40781  -0.837
S -1.59160 -0.62968 -2.46898  1.256
O -2.19814 -0.17911 -1.17485  -1.027
C -1.32999 0.81974 -3.47493  -0.845
H -3.30613 -2.21582 -2.90226  0.248
H -3.77102 -0.58916 -3.45363  0.223
H -2.61163 -1.56891 -4.41006  0.221
H -2.25768 1.39328 -3.51227  0.212
H -1.02702 0.50349 -4.47338  0.224
H -0.52118 1.40427 -3.03549  0.322
C -6.92796 -1.70246 0.40628  -0.830
S -5.52322 -1.51907 -0.70451  1.265
O -5.48946 -2.76183 -1.52665  -1.001
C -4.26277 -1.67923 0.55542  -0.846
H -7.83264 -1.67376 -0.19754  0.232
H -6.85456 -2.65969 0.92240  0.223
H -6.93277 -0.87701 1.11821  0.223
H -4.39440 -2.63498 1.06520  0.213
H -4.35131 -0.84432 1.25093  0.227
H -3.29783 -1.61825 0.05515  0.289

Properties
Frontier orbital gap (Ha): 0.257
Total charge: -1
Calculated total energy (hartree): -2591.9644
Molecular weight (g mol⁻¹): 426.539
Spin multiplicity: 1



The following is a quantum chemistry calculation of a cluster of 3 separate species, C36H53ClF16N3O5 in total, from OMol25.

Each line ends with the Löwdin charge.
CARTESIAN COORDINATES (ANGSTROEM)
C -5.77489 4.76509 1.49478  -0.099
C -6.06410 5.16254 0.04666  -0.196
C -4.93541 4.85840 -0.93690  -0.203
O -3.67356 5.00340 -0.30063  -0.187
C -2.57794 4.71212 -1.13972  -0.139
C -1.35993 4.49989 -0.22438  -0.338
C -0.06411 4.40062 -1.09411  -0.092
C 0.18517 3.09957 -1.80550  -0.791
O -0.42850 2.68150 -2.72170  0.098
Cl 1.61422 2.22900 -1.19828  0.707
N -1.27230 5.73608 0.58141  0.070
C -0.92641 5.78150 2.00318  -0.282
C 0.57590 5.87014 2.34934  -0.132
C 1.35899 4.54482 2.33517  -0.197
C 1.56192 3.88821 3.72395  -0.191
C 1.18908 2.39956 3.77280  -0.205
C 1.88748 1.53097 2.70623  -0.219
C 2.72089 0.37871 3.28625  -0.207
C 3.67984 -0.23141 2.26085  -0.217
C 2.97245 -1.15189 1.26349  -0.206
C 3.92227 -1.80114 0.23401  -0.154
C 3.42260 -1.75851 -1.22284  -0.230
O 3.09734 -3.03805 -1.72823  -0.195
C 4.21769 -3.72235 -2.25193  -0.109
C -1.63618 4.65068 2.75537  -0.034
N -2.44121 3.80109 1.82880  0.109
C -1.61279 3.27076 0.70168  -0.106
C -2.37914 2.07350 0.14355  -0.226
C -1.71507 0.90957 -0.23940  0.002
C -2.47513 -0.16328 -0.69642  -0.019
C -3.85913 -0.04133 -0.71787  -0.039
C -4.42696 1.14409 -0.26039  -0.104
N -3.70571 2.17421 0.16716  0.120
H -6.62242 5.04300 2.12507  0.082
H -4.90393 5.29564 1.88966  0.062
H -5.63348 3.68467 1.59843  0.066
H -6.94285 4.60695 -0.29072  0.116
H -6.29876 6.22714 0.00996  0.112
H -4.98761 5.56195 -1.77790  0.132
H -5.02296 3.84716 -1.34947  0.110
H -2.77137 3.82737 -1.75661  0.136
H -2.37788 5.55335 -1.81828  0.148
H -0.17734 5.13780 -1.89794  0.143
H 0.80247 4.68387 -0.50231  0.101
H -0.68977 6.39406 0.07953  0.132
H -1.37775 6.71197 2.36424  0.146
H 0.65408 6.31207 3.34940  0.120
H 1.02329 6.60404 1.67237  0.116
H 2.34282 4.73844 1.89800  0.118
H 0.89141 3.83056 1.65241  0.068
H 2.61072 3.98263 4.01548  0.121
H 0.96013 4.41877 4.46821  0.107
H 1.42828 2.00215 4.76430  0.113
H 0.10182 2.28119 3.67381  0.090
H 2.51548 2.13982 2.04772  0.100
H 1.11792 1.09369 2.05733  0.090
H 2.02763 -0.39976 3.62232  0.118
H 3.27737 0.74662 4.15266  0.113
H 4.46702 -0.79014 2.77367  0.117
H 4.16276 0.58353 1.70693  0.113
H 2.44575 -1.92786 1.82723  0.116
H 2.20462 -0.57748 0.73133  0.084
H 4.90214 -1.32461 0.31396  0.111
H 4.03497 -2.85798 0.48391  0.115
H 2.51161 -1.15841 -1.30485  0.103
H 4.18233 -1.29473 -1.86673  0.117
H 3.86801 -4.66668 -2.66924  0.093
H 4.69670 -3.13876 -3.04792  0.076
H 4.95301 -3.92343 -1.46321  0.092
H -0.94407 3.97267 3.24860  0.101
H -2.31551 5.04773 3.51117  0.145
H -3.23953 4.29692 1.39218  0.121
H -2.82306 3.01567 2.35528  0.183
H -0.68659 2.87291 1.12231  0.136
H -0.63782 0.83555 -0.18029  0.088
H -1.98655 -1.07408 -1.02007  0.123
H -4.47032 -0.86695 -1.06209  0.108
H -5.50541 1.25964 -0.23163  0.121
C -5.51609 -3.71552 0.60504  -0.053
C -6.60110 -2.83435 1.23396  -0.445
C -6.14911 -1.80384 2.27055  -0.313
F -5.57758 -2.40112 3.33351  0.103
F -7.22438 -1.10503 2.69537  0.103
F -7.59700 -3.58543 1.72925  0.154
F -7.09923 -2.07775 0.20528  0.090
O -5.35410 -5.01266 1.12178  0.059
C -4.49500 -5.28704 2.14580  -0.545
C -5.22380 -5.87724 3.36132  -0.284
F -6.16719 -5.02145 3.79968  0.104
F -4.31930 -6.06628 4.34517  0.105
F -3.75617 -4.21392 2.48793  0.146
F -3.64276 -6.24411 1.71601  0.148
H -5.85209 -3.88235 -0.41769  0.152
H -4.56474 -3.18193 0.54820  0.138
H -5.43864 -1.10292 1.81945  0.156
H -5.68439 -6.82900 3.09155  0.178
C 6.11097 -5.11334 -5.53430  -0.046
C 7.24242 -4.53804 -4.67470  -0.442
C 8.66491 -4.59167 -5.23949  -0.307
F 9.04900 -5.86529 -5.44118  0.103
F 9.50031 -4.02548 -4.34015  0.101
F 7.21249 -5.09661 -3.44675  0.134
F 6.97003 -3.20613 -4.52625  0.091
O 5.68618 -6.42241 -5.22653  0.049
C 6.23535 -7.52490 -5.81346  -0.549
C 6.84686 -8.47880 -4.77704  -0.287
F 7.80026 -7.85065 -4.06278  0.103
F 7.40893 -9.51584 -5.43292  0.105
F 7.11998 -7.20466 -6.77173  0.155
F 5.22845 -8.21423 -6.40097  0.142
H 5.24036 -4.50130 -5.30230  0.141
H 6.31044 -4.99505 -6.60008  0.150
H 8.72426 -4.03546 -6.17901  0.174
H 6.06679 -8.84490 -4.10711  0.175

Properties
Frontier orbital gap (Ha): 0.323
Total charge: +1
Calculated total energy (hartree): -4001.8355
Molecular weight (g mol⁻¹): 947.257
Spin multiplicity: 1